Entry from the Open Molecules 2025 dataset: a single C5H11NO2 molecule (wB97M-V/def2-TZVPD).

Results
* E_HOMO: -9.544 eV
* ΔE to the lowest compared entry with this formula, charge and spin: 0.974 eV
* structure (SMILES): CCC(=O)NCCO
* electronic energy: -402.342353 hartree
* HOMO-LUMO gap: 0.3771 Eh

The geometry in ORCA input format:
```
! RIJCOSX wB97M-V def2-TZVPD def2/J DEFGRID3
* xyz 0 1
C 0.175 1.317 -0.714
C -0.537 2.083 -1.855
C 0.553 -0.061 -1.197
N 0.050 -1.167 -0.564
C -0.546 -1.258 0.751
C 0.467 -1.586 1.874
O 0.698 -0.477 2.736
O 1.237 -0.209 -2.194
H 1.080 1.849 -0.404
H -0.396 1.300 0.207
H -1.423 2.585 -1.463
H 0.112 2.885 -2.197
H -0.824 1.436 -2.678
H 0.296 -2.033 -1.023
H -1.406 -1.935 0.753
H -0.963 -0.282 1.008
H 1.423 -1.825 1.426
H 0.173 -2.449 2.482
H -0.168 -0.172 3.052
*
```

natural (NBO) atomic charge list, values in e, 2 entries: C -0.504; C -0.598